One molecule with the formula C8H9NOS at a distorted geometry. Source: OMol25; level of theory: the ωB97M-V functional and the def2-TZVPD basis.

Values from the calculation:
* SMILES string: C[C@@]12C=CC(=O)[C@@]13SCCN23
* energy relative to the best compared isomer or geometry (same formula, charge and spin): 298.1 kJ/mol
* 2S+1: 1
* strongest force on any atom: 4.36 eV/Å
* calculated total energy: -838.33127 Ha
* charge: 0

The geometry in XYZ format:
```
20
Properties=species:S:1:pos:R:3:forces:R:3
O -0.61088 -3.20149 -0.69820 -0.3056 2.6594 0.0567
S 1.86625 -0.95722 -0.58275 -1.4644 0.3029 1.3418
C -0.85535 -1.98273 -0.62090 2.1944 -3.6047 1.1148
C -2.07531 -1.36743 -1.00658 -1.5411 2.9357 0.1945
C -2.03696 -0.02529 -0.72706 -0.1383 -2.1849 0.2979
N -0.25934 -0.06397 1.08001 -0.1052 -2.3353 0.4125
C -0.21569 1.65590 -0.92356 1.3117 0.4168 0.1893
C 2.21348 0.13275 0.85105 0.9675 0.0589 -0.3874
C 1.00735 0.21236 1.76565 -0.3221 0.5803 0.4307
C 0.10333 -0.92305 -0.05300 -1.0775 1.5047 -2.2563
C -0.70090 0.42948 -0.22230 1.5604 -1.2292 -0.6094
H -2.94616 -1.90388 -1.36622 0.2412 -0.0164 -0.0125
H -2.87517 0.63144 -0.88257 -0.1256 0.2842 -0.0130
H -1.02523 2.38944 -0.91765 0.2633 0.2109 0.1040
H 0.71457 2.07138 -0.44858 -0.9967 -0.2059 -0.4363
H 0.02806 1.44374 -1.97557 -0.0746 -0.0212 0.2844
H 3.05997 -0.31001 1.37496 0.0214 0.1640 0.0756
H 2.50785 1.11296 0.51134 0.1382 0.2736 -0.2822
H 0.90587 1.17279 2.26946 0.2837 0.2094 -0.0881
H 1.19426 -0.51718 2.57248 -0.8307 -0.0029 -0.4170
```
Forces are in eV/Å.

Results of the Löwdin charge analysis, in e, for atoms 1 through 5: number 1, O, carries 0.067; number 2, S, carries 0.940; number 3, C, carries -0.368; number 4, C, carries 0.016; number 5, C, carries 0.045



One molecule with the formula CH3BrClN at a distorted geometry. Source: OMol25; level of theory: the ωB97M-V functional and the def2-TZVPD basis.

Values from the calculation:
* SMILES string: ClCNBr
* energy relative to the best compared isomer or geometry (same formula, charge and spin): 156.1 kJ/mol
* 2S+1: 1
* strongest force on any atom: 4.02 eV/Å
* calculated total energy: -3128.80379 Ha
* charge: 0

The geometry in XYZ format:
```
7
Properties=species:S:1:pos:R:3:forces:R:3
C -0.48787 -0.28311 -0.32587 1.4774 -1.7107 3.3236
N 0.58579 0.56371 0.27400 -1.4668 0.8708 1.7916
Cl -2.01541 0.49214 0.02448 -0.2783 -0.0425 0.1341
Br 2.31075 -0.11781 0.04458 -0.5280 -0.0238 0.3497
H -0.48680 -1.43752 0.02545 -0.1108 2.7077 -0.8311
H -0.24805 -0.13116 -1.30722 -0.0827 -0.5294 -2.8846
H 0.34160 0.91375 1.26459 0.9893 -1.2722 -1.8833
```
Forces are in eV/Å.

Results of the Löwdin charge analysis, in e, for atoms 1 through 5: number 1, C, carries -0.770; number 2, N, carries -0.629; number 3, Cl, carries 0.581; number 4, Br, carries 0.611; number 5, H, carries 0.121



C30H18ClF2N6O2RuSe as an isolated structure at a distorted geometry. Source: OMol25; level of theory: the ωB97M-V functional and the def2-TZVPD basis.

Values from the calculation:
* ⟨S²⟩: 0.758
* energy relative to the best compared isomer or geometry (same formula, charge and spin): 93.3 kJ/mol
* 2S+1: 2
* strongest force on any atom: 4.62 eV/Å
* calculated total energy: -4789.21246 Ha
* charge: 0

The geometry in XYZ format:
```
61
Properties=species:S:1:pos:R:3:forces:R:3
Ru 0.19917 -0.09220 0.04886 -0.9711 -0.0373 -1.0350
Se -5.31669 -3.49498 4.28393 0.3505 0.2178 -0.2568
N -4.19201 -2.15218 4.58340 0.1904 0.2649 0.0721
C -3.45020 -1.99430 3.51148 -0.6726 -0.4998 0.3817
C -2.41454 -1.00400 3.38538 0.7015 0.1822 -0.8655
C -2.10682 -0.11983 4.41068 0.1697 0.2716 0.0603
C -1.07754 0.77782 4.22958 -0.2803 -0.2071 -0.0718
C -0.40542 0.77681 3.01657 0.1419 0.2453 0.0324
N -0.70351 -0.01649 2.00249 -0.6771 -0.7885 0.0719
C -1.68475 -0.94137 2.16999 0.1467 1.1067 1.6445
C -1.94217 -1.85465 1.10057 -0.6394 -1.4113 -1.3531
N -1.18517 -1.77599 -0.03481 0.2781 0.3775 1.2121
C -1.44065 -2.61744 -1.02118 0.1383 -0.0071 -0.3083
C -2.41286 -3.60571 -0.97218 -0.2404 0.0388 0.2857
C -3.17788 -3.72494 0.16694 0.1035 -0.0402 -0.2778
C -2.95619 -2.84311 1.21503 0.8723 0.7552 -0.2594
C -3.71864 -2.90345 2.43426 -0.6359 -0.3283 0.5917
N -4.67215 -3.77956 2.65293 0.0973 -0.0446 -0.3009
H -2.67503 -0.15763 5.32903 -0.0198 -0.0262 0.0294
H -0.78785 1.47582 4.99882 0.0415 0.0207 0.0677
H 0.43074 1.44777 2.87501 0.0279 -0.0700 -0.0373
H -0.85147 -2.51497 -1.91717 0.0320 0.0901 0.1094
H -2.55859 -4.25304 -1.82244 0.0194 -0.0325 -0.0454
H -3.94697 -4.47772 0.26840 -0.0196 -0.0095 -0.0106
F 1.52626 -1.61299 -5.07988 0.0372 -0.0046 0.0171
C 1.69136 -0.74393 -4.06526 0.0377 0.1713 0.2486
C 1.05580 -0.98967 -2.86274 -0.1151 -0.1552 -0.0524
C 1.12874 -0.09137 -1.80229 0.0618 0.1457 0.1707
C 1.98012 1.02797 -1.98678 0.0944 -0.1436 -0.0633
C 2.63779 1.22166 -3.20164 -0.2041 -0.2443 0.1517
F 3.43466 2.29550 -3.38954 -0.0207 0.0254 -0.0300
C 2.48698 0.36471 -4.26958 0.0643 0.0261 -0.1189
C 2.01996 1.98849 -0.89113 -0.0668 0.1629 0.0007
C 2.98398 2.98139 -0.71526 0.0648 0.2006 0.0281
C 2.83192 3.91473 0.29099 -0.2678 -0.2110 -0.0083
C 1.67179 3.88212 1.05717 0.1161 0.1438 -0.1536
C 0.78552 2.84452 0.86557 -0.2410 0.1177 0.1135
N 0.98722 1.86712 -0.02169 1.0441 -0.4267 0.1105
H 0.49821 -1.91054 -2.80326 -0.0109 -0.0017 -0.0495
H 2.96083 0.56786 -5.21707 0.0561 -0.0374 -0.0330
H 3.84077 3.02296 -1.36660 -0.0116 -0.0474 -0.0186
H 3.58373 4.67327 0.45291 0.0274 0.0608 -0.0112
H 1.45773 4.65446 1.77972 -0.0497 -0.0237 0.0858
H -0.14418 2.81596 1.41944 0.0115 -0.2088 -0.0231
Cl 3.12418 0.90293 6.00523 0.0673 0.1002 0.2497
C 2.78294 0.20700 4.46054 -0.1101 -0.1451 -0.3992
C 1.94548 -0.89740 4.36936 0.0703 0.0991 0.1760
C 1.64812 -1.42749 3.13288 0.2660 0.1023 -0.4369
C 2.16730 -0.87804 1.94435 0.6346 -0.1010 0.9478
C 1.83474 -1.45425 0.64868 -1.1488 1.2017 -1.0246
C 3.04087 0.21730 2.07723 -0.2960 -0.3588 -0.2057
C 3.34196 0.75452 3.31378 -0.0337 0.1018 0.3029
H 1.52744 -1.33242 5.26596 -0.0046 -0.0021 0.0683
H 0.99118 -2.28527 3.06341 -0.0277 -0.0733 0.0249
H 1.43865 -2.46586 0.71115 0.0239 -0.0029 -0.0365
H 2.62129 -1.36122 -0.09602 0.0599 -0.1493 0.0996
H 3.49912 0.63761 1.18949 -0.0144 0.0209 -0.0200
H 4.01676 1.59457 3.40217 0.0156 0.0415 -0.0194
O -3.09080 1.53044 0.92767 2.1977 0.9212 -0.0512
N -2.77124 0.91977 -0.07703 -3.7782 -2.4956 -0.9154
O -1.69637 1.01239 -0.71663 2.2958 1.1209 1.1379
```
Forces are in eV/Å.

Results of the Löwdin charge analysis, in e, for atoms 1 through 5: number 1, Ru, carries 1.232; number 2, Se, carries 1.135; number 3, N, carries -0.228; number 4, C, carries -0.329; number 5, C, carries -0.073